(1)
C2H6N2O | ωB97M-V/def2-TZVPD

Multiplicity: 1
Energy above the lowest of the compared OMol25 structures with the same formula, charge and spin, kJ/mol: 307.95
SMILES string: [H]/N=C/NOC
DFT total energy, eV: -7196.59585

CARTESIAN COORDINATES (ANGSTROEM)
1 H 2.1069 1.0609 0.3469
2 N 1.5206 -0.8373 -0.3399
3 C 1.3450 0.3731 -0.0044
4 H -0.8496 -1.3601 0.2861
5 H 0.1167 1.9583 -0.1257
6 H -2.5117 -0.8334 -0.4544
7 H 2.5238 -1.0869 -0.2293
8 O -0.9398 0.4286 -0.7077
9 C -1.5730 -0.5518 0.1056
10 N 0.1317 0.9642 0.0152
11 H -1.8704 -0.1155 1.1077



(2)
C15H26N2O4 | ωB97M-V/def2-TZVPD

Multiplicity: 1
Energy above the lowest of the compared OMol25 structures with the same formula, charge and spin, kJ/mol: 1560.80
SMILES string: O=C(CCCC(=O)NC[C@@H]1CCCO1)NC[C@H]1CCCO1
DFT total energy, eV: -27132.30698

CARTESIAN COORDINATES (ANGSTROEM)
1 H -3.1921 -0.5058 -0.0293
2 H -3.9613 2.5148 1.8798
3 O -3.6705 1.9057 0.1082
4 O -0.9763 -1.8157 -1.7090
5 H 4.5638 0.1883 -1.1632
6 H -1.7036 1.8939 2.1492
7 H 3.7993 -0.7203 0.7998
8 H -3.0902 -3.3306 -0.3784
9 O 2.4641 1.6876 -0.4910
10 H 4.1099 2.9397 0.0610
11 H -2.4743 2.7378 -1.6193
12 H 3.9294 0.6196 1.4631
13 H 0.7425 -0.0113 -1.3392
14 C 3.9733 1.9469 -0.6251
15 C 0.4459 -1.9602 0.8263
16 H 2.4066 -0.5901 -1.5904
17 C -1.9351 2.7785 1.2623
18 H -1.3843 3.5879 1.6186
19 H 1.6184 -2.5529 -0.5842
20 C 3.6576 0.0921 0.6709
21 H 1.5045 0.8449 0.9153
22 C 2.2901 0.4745 0.1474
23 H -0.8247 1.0542 0.3714
24 C 1.6960 -0.3135 -0.8432
25 C -1.7025 -1.6947 -0.9145
26 H 3.9160 2.2393 -1.8118
27 H 5.6060 0.9663 -0.0192
28 H -3.4642 0.4855 -2.1384
29 H -0.4653 2.6670 -0.2792
30 C -0.9980 -3.6349 0.2963
31 H -1.6559 0.3614 -2.1962
32 C -3.2926 2.9590 1.0369
33 N -2.4539 -0.4924 -0.8055
34 H -0.6161 -3.8435 -0.5759
35 C -2.2012 -2.7413 0.2113
36 C 4.6165 0.7524 -0.1360
37 C -2.4765 0.3892 -1.7949
38 H 1.0321 -3.9477 1.2400
39 H -0.1884 -3.2420 2.2054
40 O -0.0333 -0.6509 1.3424
41 H -1.3400 -4.5468 0.3657
42 C 0.1486 -3.1770 1.1964
43 C -2.4580 1.8778 -0.9503
44 N 1.2984 -1.7143 -0.0208
45 H -3.4997 3.8747 0.4971
46 H -2.5490 -2.2531 1.2126
47 C -1.2121 1.9000 0.1376



(3)
C35H33N3O7P2PtS | ωB97M-V/def2-TZVPD

Multiplicity: 5
Net charge: +2
Energy above the lowest of the compared OMol25 structures with the same formula, charge and spin, kJ/mol: 0.00
DFT total energy, eV: -88278.71603

CARTESIAN COORDINATES (ANGSTROEM)
1 N 0.8209 -2.6950 4.3558
2 C 0.9719 4.8031 1.6559
3 C -0.0915 3.1244 3.0298
4 H 7.2507 2.5744 -0.4108
5 H -0.9458 -4.4938 4.8482
6 C -2.1349 -0.0571 -5.5471
7 C -1.6721 -4.5842 -2.1650
8 C -0.2157 -4.6620 0.2334
9 H -2.4336 -6.8734 -2.8713
10 C 5.3227 2.8639 -1.2745
11 C -1.2439 3.7844 -1.1229
12 H 2.5536 -1.6900 4.8532
13 H 1.0271 2.3421 -1.8979
14 C -1.3539 1.0810 -5.2554
15 H -0.8795 1.6376 -6.0334
16 O -1.8113 -6.9331 -2.0986
17 N -1.2391 -3.7413 4.2380
18 H -4.4823 3.5226 0.9493
19 O -0.0998 -1.5872 -2.4317
20 C -2.5498 -0.4167 -3.1191
21 H 0.2565 1.0856 2.5088
22 C 1.8759 -1.7439 3.9807
23 H -3.4742 -1.5561 -4.7253
24 H 3.3264 2.8678 -1.9873
25 H -3.6266 5.7050 0.1973
26 H 1.4523 -0.7510 3.9498
27 H 1.2692 0.6068 -2.2040
28 C 1.4829 3.7847 0.8752
29 C 4.4298 1.0747 0.6552
30 P -0.8941 1.0554 -1.1761
31 H 2.3350 -2.0718 3.0481
32 O 0.9012 -5.4273 2.1294
33 O -1.1199 -0.1106 -0.2574
34 C -3.0858 4.8047 -0.0577
35 C -3.5832 3.5823 0.3828
36 C -1.7469 2.5483 -0.7178
37 C -2.7443 -0.7487 -4.5598
38 C 6.2157 2.2986 -0.3621
39 C -2.5791 -3.9641 3.6860
40 H -2.2117 -4.5144 -3.0935
41 C 0.7059 -4.5125 1.3615
42 H 6.5177 0.8755 1.1979
43 C -1.5427 0.6808 -2.8577
44 C -1.2110 -3.4469 -1.4857
45 C 4.0046 2.4677 -1.2516
46 C 0.8935 1.3452 -1.5017
47 C -1.1529 -2.1129 -2.1769
48 C 3.5393 1.6436 -0.2340
49 H -0.3235 -6.7846 0.0654
50 P 1.8317 1.2161 0.0148
51 N -0.5970 -3.5014 -0.2578
52 C -0.3606 -2.8391 3.8138
53 C 5.7942 1.3506 0.5668
54 H -3.5388 -0.1628 -2.7216
55 C -0.5974 -5.8464 -0.4165
56 H -1.5754 5.8910 -1.0350
57 S -1.0265 -1.6479 2.6588
58 H 2.0931 4.0893 0.0058
59 O 1.6640 -0.2086 0.5516
60 H 5.6541 3.5761 -2.0137
61 C -1.9471 4.9313 -0.8262
62 C 0.1401 4.4569 2.6976
63 H -3.2552 1.4698 0.3380
64 H 1.0786 -3.4602 4.9361
65 H -0.3020 5.2169 3.2880
66 H 4.0362 0.4155 1.4081
67 H -3.1865 -3.0887 3.8730
68 H 1.1498 5.8255 1.4220
69 C -1.0806 1.4265 -3.9321
70 H -2.3182 -0.3688 -6.5869
71 H -0.4500 2.3106 -3.7536
72 O -2.3694 -1.6238 -2.3407
73 H -0.3233 3.8711 -1.7242
74 C -2.9306 2.4347 0.0308
75 O 1.3297 -3.3665 1.4960
76 C 1.2125 2.4646 1.1626
77 H -3.0053 -4.8789 4.1358
78 H -2.4699 -4.1059 2.6037
79 H -0.6956 2.9205 3.8815
80 C 0.4801 2.1123 2.2753
81 Pt 0.2365 -1.7480 0.6882
82 C -1.3746 -5.8140 -1.5653



(4)
C20H33N5O4 | ωB97M-V/def2-TZVPD

Multiplicity: 1
Energy above the lowest of the compared OMol25 structures with the same formula, charge and spin, kJ/mol: 110.96
SMILES string: CCO[C@H]1CCN(C(=O)CO[C@H]2C[C@@H](NC(=O)CCc3ncnn3C)C2)C[C@@H]1C
DFT total energy, eV: -36915.38899

CARTESIAN COORDINATES (ANGSTROEM)
1 C -1.8066 -1.0721 -1.2039
2 C 0.9306 -1.4657 -2.0637
3 C 1.0300 3.8306 -1.4489
4 H 1.3254 -0.4449 -2.0957
5 H 1.8471 -2.1867 -7.0272
6 N 0.4456 3.1296 -4.6146
7 N -0.6790 -0.9528 -0.2864
8 C 1.0227 -2.0390 -5.0460
9 H 3.9467 2.1133 2.5781
10 H 1.6033 -0.5268 -6.4554
11 C -1.1580 1.8055 -4.6683
12 H 0.8307 5.1221 -5.1128
13 C 2.4933 3.6634 2.0188
14 H 0.1106 -2.8372 -0.6106
15 H 2.4080 2.7246 -2.6820
16 C 3.0338 2.2144 1.9913
17 O 3.2771 4.0330 -0.6307
18 C -0.5772 0.1758 0.4749
19 H 1.2553 -1.6975 0.0650
20 O -1.4750 0.9872 0.5798
21 H 2.1768 4.2427 -4.3588
22 H -2.6009 -0.4208 -0.8512
23 C 0.4265 2.4441 -3.4581
24 O 0.1773 -1.1417 -4.3576
25 C 1.1826 -1.5325 -6.4614
26 H -2.1647 -2.1081 -1.1734
27 C 1.7795 1.7978 2.7901
28 C 2.0864 3.9665 -0.3685
29 C 1.6587 3.2584 3.2548
30 H 1.7305 3.9119 -6.0463
31 H -3.4027 -0.2049 -3.2723
32 H 1.3204 1.7207 -1.7304
33 O 0.6818 1.5728 1.9170
34 C 0.4463 -1.7962 -0.6546
35 H -2.0237 1.2646 -5.0146
36 C 0.7680 0.4015 1.1624
37 H -1.0582 0.3396 -2.6472
38 C -1.3972 -0.7018 -2.6322
39 C -2.5782 -0.8508 -3.5796
40 H 0.6445 3.6481 3.3401
41 H -2.2901 -0.5825 -4.5946
42 H -0.5520 -2.6165 -3.1248
43 N 1.6073 3.9259 0.8954
44 H 3.1923 1.7747 1.0080
45 H 3.2251 4.4617 2.1143
46 H 0.6513 3.6247 1.0085
47 H 0.9976 4.7558 -2.0290
48 H 1.7420 -2.1457 -2.3341
49 H 1.5552 0.4714 0.3982
50 H 2.2038 3.4428 4.1788
51 H 1.0096 -0.4610 1.7995
52 C 1.3492 4.1657 -5.0598
53 H 1.8586 0.9921 3.5263
54 C 1.3796 2.6305 -2.3311
55 N -0.5736 2.7234 -5.4051
56 H 0.0440 3.6766 -1.0068
57 C -0.2163 -1.5644 -3.0680
58 H -2.9438 -1.8826 -3.5874
59 H 2.0028 -2.1061 -4.5573
60 H 0.5816 -3.0458 -5.0379
61 N -0.5850 1.5968 -3.4582
62 H 0.2167 -1.4963 -6.9653



> Among the records above, which one has the highest energy above the lowest of the compared OMol25 structures with the same formula, charge and spin?

C15H26N2O4